{"formula": "C6H22O6", "method": "ωB97M-V/def2-TZVPD", "elements": ["C", "O", "H", "H", "H", "H", "C", "O", "H", "H", "H", "H", "C", "O", "H", "H", "H", "H", "C", "O", "H", "H", "H", "H", "C", "C", "O", "O", "H", "H", "H", "H", "H", "H"], "xyz": [[-17.732472, -1.769564, -9.419135], [-18.222057, -1.858633, -8.071238], [-18.537967, -2.156105, -10.041702], [-17.633666, -0.707789, -9.664629], [-16.746645, -2.191037, -9.607416], [-18.842221, -2.590178, -8.086883], [-17.717677, -5.735643, -12.501898], [-17.919348, -4.537473, -11.789169], [-18.667384, -6.086436, -12.923504], [-17.024750, -5.555007, -13.330658], [-17.292677, -6.538962, -11.906898], [-18.476676, -3.879849, -12.208674], [-15.007196, -9.596676, -13.608526], [-14.106261, -9.220047, -14.657036], [-15.083033, -10.683569, -13.550960], [-14.511709, -9.322508, -12.676802], [-15.964175, -9.107949, -13.757946], [-13.926016, -9.889571, -15.319197], [-20.959753, -2.952193, -14.190748], [-20.407926, -2.006554, -13.301923], [-20.312484, -3.822455, -14.153508], [-22.000362, -3.228940, -13.977306], [-21.063976, -2.570973, -15.215354], [-20.989026, -1.252661, -13.178179], [-13.943714, -5.696032, -14.604200], [-12.467000, -5.965556, -14.902555], [-12.252615, -7.245113, -15.468595], [-14.259879, -6.370330, -13.381041], [-14.512052, -6.029914, -15.475466], [-14.074638, -4.638698, -14.388815], [-11.865046, -5.844137, -13.997635], [-12.112526, -5.202390, -15.603521], [-12.889569, -7.848854, -15.057672], [-13.948592, -7.280508, -13.419358]], "forces_ev_per_angstrom": [[-0.8, 1.1, 0.2], [0.5, -0.2, -0.2], [0.5, -0.2, -0.6], [-0.1, 0.0, 0.1], [-0.2, -0.6, 0.2], [0.0, 0.0, 0.3], [-0.5, 0.5, -1.4], [0.5, 0.0, 1.4], [0.1, -0.2, 0.0], [0.0, -0.2, 0.0], [0.0, 0.4, 0.5], [-0.1, -0.3, -0.5], [1.0, -0.7, -0.3], [0.1, 0.5, 0.0], [-0.4, 0.0, -0.2], [-0.4, 0.3, 0.1], [-0.1, 0.0, 0.2], [-0.3, -0.3, 0.2], [-0.8, 0.3, -0.6], [0.2, 0.0, 0.3], [-0.1, -0.1, -0.2], [0.2, -0.2, 0.6], [0.6, 0.0, 0.0], [-0.1, -0.1, -0.1], [1.6, -0.6, 0.8], [-0.1, 0.7, -0.5], [-0.1, 0.1, 0.0], [-0.7, 0.1, -0.1], [-0.4, 0.0, 0.2], [-0.2, 0.1, -0.2], [-0.2, 0.0, 0.2], [0.1, -0.2, -0.2], [0.2, -0.2, -0.2], [0.0, 0.1, -0.2]], "mulliken_charge": [-0.360, -0.526, 0.101, 0.245, 0.228, 0.312, -0.501, -0.468, 0.299, 0.167, 0.228, 0.262, -0.622, -0.537, 0.357, 0.257, 0.235, 0.267, -0.459, -0.486, 0.141, 0.268, 0.262, 0.283, -0.380, -0.474, -0.523, -0.459, 0.268, 0.365, 0.223, 0.351, 0.414, 0.262], "homo_energy_ha": -0.3657, "e_above_lowest_kj_mol": 402.7, "largest_force_ev_per_a": 1.8, "e_tot_ha": -693.12229, "e_lumo_ev": 0.56}

---

{"formula": "C6H10", "method": "ωB97M-V/def2-TZVPD", "elements": ["C", "C", "C", "C", "C", "C", "H", "H", "H", "H", "H", "H", "H", "H", "H", "H"], "xyz": [[0.557095, -0.760764, 0.998850], [-1.950704, -0.936105, -0.508832], [0.818121, -1.240214, -0.298250], [1.611129, -0.081806, 0.366982], [-1.884057, -0.006209, 0.394124], [1.852485, 1.303974, -0.258730], [-2.667747, -1.656277, -0.782651], [1.352328, -2.304643, -0.433753], [0.112528, -1.092790, -1.158580], [2.585226, -0.455099, 0.780548], [-1.368312, 0.963217, 0.004558], [-0.622057, -0.364868, 1.201196], [-2.208950, -0.093849, 1.485584], [1.168465, 1.984971, 0.326084], [1.478054, 1.397543, -1.289719], [2.934450, 1.455371, -0.192463]], "forces_ev_per_angstrom": [[-5.0, 1.5, 2.2], [-1.4, 0.6, -0.7], [1.9, -3.5, -1.9], [3.2, -0.4, -1.1], [-0.1, 2.0, 0.1], [-2.0, -0.2, 1.0], [-0.2, -1.2, -0.1], [-1.0, 2.4, 0.3], [0.5, 0.3, 0.9], [-0.6, 0.2, -0.5], [-0.9, -1.3, 1.3], [4.4, -1.2, 0.4], [-0.2, 0.5, -1.6], [1.4, 0.1, -0.4], [0.4, -0.3, 0.2], [-0.5, 0.7, -0.1]], "mulliken_charge": [-0.217, -0.588, -0.529, 0.266, -0.398, -1.165, 0.369, 0.184, 0.265, 0.260, 0.243, 0.066, 0.331, 0.239, 0.295, 0.379], "homo_energy_ha": [-0.2832, -0.3129], "e_above_lowest_kj_mol": 842.5, "largest_force_ev_per_a": 5.6, "e_tot_ha": -234.28161, "e_lumo_ev": [-0.01, 0.06]}

---

{"formula": "C3H14N2O2S", "method": "ωB97M-V/def2-TZVPD", "elements": ["C", "C", "S", "N", "C", "N", "H", "H", "H", "H", "H", "H", "H", "H", "H", "H", "H", "H", "O", "H", "H", "O"], "xyz": [[-0.013703, 0.287776, -1.253528], [-1.147706, 0.679198, -0.240694], [-2.959987, 1.041968, -0.829077], [1.282779, 0.014798, -0.658103], [1.702024, -1.401658, -0.905482], [0.663679, -2.387503, -0.821145], [-0.248776, -0.523416, -1.920307], [0.158782, 1.269699, -1.742560], [-0.883635, 1.589595, 0.328673], [-1.255881, -0.050849, 0.518642], [-3.123612, -0.233491, -1.346500], [1.557868, 0.330269, 0.268154], [2.044129, -1.416904, -1.973410], [2.588936, -1.662603, -0.354773], [0.120230, -2.254640, 0.013952], [0.242976, -2.822187, -1.609337], [-0.510448, 2.702265, 2.519451], [-0.321720, 3.378364, 1.155743], [0.134523, 2.837832, 1.818092], [-0.214687, -1.214040, 2.337213], [0.110884, 0.207280, 2.734268], [0.073344, -0.371753, 1.960726]], "forces_ev_per_angstrom": [[-0.1, 3.4, 1.0], [-0.9, 0.3, -0.4], [1.8, -1.5, -0.4], [1.0, -2.2, 0.1], [-0.2, 1.2, -2.5], [0.6, 0.0, 1.7], [-0.4, 0.1, -0.3], [-0.5, -0.8, -0.8], [0.0, -0.6, -0.7], [-0.3, -0.6, 0.2], [-0.1, 1.0, 0.4], [-0.9, 0.0, -0.3], [-0.2, -0.1, 0.6], [0.2, 0.1, 0.8], [-0.5, -0.4, -0.2], [-0.2, 0.2, -0.3], [-0.1, 0.1, 0.0], [0.2, -0.1, 0.3], [0.0, 0.2, 0.0], [0.1, 0.0, 0.0], [0.1, 0.0, -0.2], [0.2, -0.4, 1.2]], "mulliken_charge": [-0.490, -0.039, -0.249, -0.296, -0.611, -0.479, 0.432, 0.222, -0.304, 0.412, 0.108, 0.285, 0.324, 0.350, 0.182, 0.228, 0.321, 0.305, -0.668, 0.265, 0.235, -0.532], "homo_energy_ha": -0.2904, "e_above_lowest_kj_mol": 144.9, "largest_force_ev_per_a": 3.5, "e_tot_ha": -780.80831, "e_lumo_ev": 0.22}

---

{"formula": "C3H5NO4P", "method": "ωB97M-V/def2-TZVPD", "elements": ["C", "C", "C", "N", "O", "O", "O", "O", "P", "H", "H", "H", "H", "H"], "xyz": [[0.231812, -0.773880, 2.252420], [0.377160, 0.105692, 1.117260], [-0.267429, -0.296512, -0.163229], [-0.812610, 0.771279, 0.629955], [-0.362313, 1.419352, -2.491076], [1.854701, 0.905352, -1.547146], [-0.761612, -1.201752, 2.826999], [0.500694, -0.969545, -2.847318], [0.575086, 0.239984, -1.947600], [1.209017, -1.114124, 2.761428], [1.236827, 0.702545, 0.959578], [-1.004882, -1.024678, -0.283016], [-1.581102, 0.360018, 1.345606], [-1.195349, 0.876269, -2.613860]], "forces_ev_per_angstrom": [[1.4, -1.6, 2.6], [-0.6, -0.3, -0.6], [0.3, 1.7, -3.0], [-2.6, 0.3, 2.8], [-2.5, -1.0, -0.2], [-0.3, -0.4, -0.1], [0.0, 0.8, -1.2], [-0.4, 0.9, 0.8], [2.1, -1.4, 2.0], [-0.6, 0.5, -0.9], [1.2, 0.0, 0.2], [-0.3, -2.1, 0.3], [1.7, 1.1, -2.4], [0.8, 1.4, -0.3]], "mulliken_charge": [-0.064, 0.079, -0.428, -0.641, -0.482, -0.771, -0.536, -0.734, 0.798, 0.278, 0.487, 0.401, 0.289, 0.324], "charge": -1, "homo_energy_ha": -0.1869, "e_above_lowest_kj_mol": 14.6, "largest_force_ev_per_a": 3.8, "e_tot_ha": -814.47923, "e_lumo_ev": 3.57}

---

{"formula": "C2H8N3O", "method": "ωB97M-V/def2-TZVPD", "elements": ["C", "C", "N", "N", "N", "O", "H", "H", "H", "H", "H", "H", "H", "H"], "xyz": [[-0.912012, 0.013628, -0.142109], [1.536244, -0.752387, 0.713819], [-1.745064, -0.581940, -0.941150], [1.197346, -0.202137, -0.522724], [-1.287045, 1.027535, 0.640762], [1.738243, 1.021184, -0.717021], [2.479522, -1.132673, 0.528554], [1.630030, 0.031513, 1.630589], [0.833379, -1.614639, 0.902628], [-1.488176, -1.302382, -1.616094], [-2.763342, -0.305404, -1.029425], [-2.239734, 1.176670, 0.792312], [-0.773332, 1.419790, 1.419223], [1.793938, 1.201241, -1.659363]], "forces_ev_per_angstrom": [[2.3, 1.5, -0.2], [-1.4, 1.2, 3.5], [-1.9, -0.1, -0.7], [-3.0, 1.2, -2.1], [1.1, -1.1, -0.2], [-0.3, -0.9, 1.8], [2.3, -0.9, 0.0], [-0.4, -1.8, -2.0], [0.8, 1.1, 0.0], [0.4, 0.4, 0.5], [1.5, -0.4, 0.4], [-2.0, 0.3, 0.0], [0.8, -0.3, -0.5], [-0.3, -0.3, -0.6]], "mulliken_charge": [0.429, -0.650, -0.374, -0.057, -0.345, -0.273, 0.334, 0.304, 0.290, 0.266, 0.234, 0.218, 0.248, 0.375], "charge": 1, "homo_energy_ha": [-0.5159, -0.5159], "e_above_lowest_kj_mol": 544.2, "largest_force_ev_per_a": 4.0, "e_tot_ha": -320.11730, "e_lumo_ev": [-4.97, -4.97]}

---

{"formula": "C2H7N2", "method": "ωB97M-V/def2-TZVPD", "elements": ["C", "C", "N", "N", "H", "H", "H", "H", "H", "H", "H"], "xyz": [[0.824839, 0.030149, -0.159233], [-1.512718, 0.577534, 0.369183], [-0.334607, 0.968885, 0.124346], [0.598797, -1.371836, -0.288198], [1.280322, 0.297487, -1.011419], [1.503192, 0.154071, 0.626143], [-2.347639, 1.166892, 0.773249], [-1.733446, -0.455143, 0.300303], [-0.041265, 1.970993, -0.171149], [0.922493, -1.638694, -1.192487], [0.840030, -1.700338, 0.629263]], "forces_ev_per_angstrom": [[-1.3, -1.8, 1.1], [-0.6, 0.7, 0.9], [0.9, 1.3, -1.9], [-1.7, 2.5, 1.2], [1.4, 2.0, -3.1], [0.9, 1.0, 1.4], [0.6, 0.5, -0.8], [0.3, -1.2, 0.1], [-1.1, -1.7, 1.6], [0.3, -1.4, 0.2], [0.4, -1.9, -0.8]], "mulliken_charge": [-0.631, -0.190, -0.072, -0.488, 0.465, 0.426, 0.278, 0.333, 0.359, 0.254, 0.266], "charge": 1, "homo_energy_ha": -0.5490, "e_above_lowest_kj_mol": 216.6, "largest_force_ev_per_a": 3.9, "e_tot_ha": -189.59786, "e_lumo_ev": -5.26}

---

{"formula": "C28H36N3O3Ru", "method": "ωB97M-V/def2-TZVPD", "elements": ["Ru", "C", "O", "C", "C", "O", "C", "C", "O", "C", "H", "H", "H", "H", "H", "H", "H", "H", "H", "H", "H", "H", "H", "H", "C", "C", "C", "C", "C", "C", "C", "N", "C", "N", "C", "C", "C", "C", "C", "C", "C", "N", "C", "C", "C", "C", "C", "C", "C", "H", "H", "H", "H", "H", "H", "H", "H", "H", "H", "H", "H", "H", "H", "H", "H", "H", "H", "H", "H", "H", "H"], "xyz": [[1.016922, -1.375430, 0.692914], [2.466296, 0.851654, 2.763271], [2.500622, 0.180309, 1.499267], [3.798163, -0.284853, 1.102232], [4.008623, -1.682406, 1.640842], [2.852319, -2.491098, 1.275815], [2.499418, -3.450572, 2.290985], [1.774843, -2.729819, 3.415306], [0.887897, -1.772303, 2.811271], [-0.121997, -1.276767, 3.707960], [3.023739, 1.785232, 2.686924], [2.894462, 0.232387, 3.554607], [1.425771, 1.065041, 2.988835], [4.576407, 0.391909, 1.459121], [3.808339, -0.276323, 0.010437], [4.103137, -1.678201, 2.726747], [4.893970, -2.150579, 1.210633], [3.386705, -3.977979, 2.641748], [1.856081, -4.172123, 1.792351], [2.449772, -2.196063, 4.088968], [1.201629, -3.447561, 4.006899], [-0.727043, -2.106796, 4.072813], [-0.747152, -0.591944, 3.143767], [0.356072, -0.760979, 4.541719], [-1.398225, 2.089091, -4.524083], [-2.403967, 2.484098, -3.479963], [-3.538848, 3.216066, -3.807453], [-4.470006, 3.580692, -2.846703], [-4.267267, 3.236487, -1.519886], [-3.136626, 2.520300, -1.157729], [-2.229602, 2.132737, -2.138242], [-1.039708, 1.409866, -1.809044], [-0.897850, 0.438374, -0.900131], [-1.994189, -0.144364, -0.403708], [-2.035102, -1.375549, 0.274227], [-0.878264, -2.029708, 0.702587], [-1.026148, -3.301065, 1.275318], [-2.263966, -3.900840, 1.391100], [-3.400543, -3.200616, 1.006486], [-3.310977, -1.935939, 0.452105], [-4.542949, -1.193508, 0.009973], [0.314902, 0.023697, -0.521259], [1.462112, 0.595364, -1.179783], [2.122409, -0.211538, -2.107901], [3.264308, 0.247930, -2.749432], [3.727477, 1.523440, -2.464570], [3.052041, 2.328713, -1.553914], [1.909368, 1.892962, -0.893923], [1.197076, 2.789619, 0.078330], [-1.749817, 2.359572, -5.516685], [-1.212982, 1.013067, -4.516755], [-0.439297, 2.597421, -4.379289], [-3.695977, 3.498027, -4.840686], [-5.346895, 4.144096, -3.133816], [-4.975181, 3.538828, -0.760528], [-2.951687, 2.307884, -0.112023], [-0.199191, 1.682927, -2.298488], [-2.868772, 0.195291, -0.781347], [-0.160509, -3.850603, 1.622784], [-2.349537, -4.898874, 1.798320], [-4.377926, -3.647741, 1.133192], [-5.440603, -1.735785, 0.295590], [-4.574414, -1.074457, -1.077666], [-4.604311, -0.200287, 0.461789], [1.707353, -1.182470, -2.354723], [3.771525, -0.377612, -3.470629], [4.608899, 1.904930, -2.962297], [3.424339, 3.325587, -1.350086], [1.911986, 3.370622, 0.660044], [0.568541, 2.225106, 0.766607], [0.554005, 3.503427, -0.441144]], "forces_ev_per_angstrom": [[-0.3, 0.5, 0.3], [0.0, -0.1, 0.0], [0.1, 0.0, -0.2], [0.0, -0.1, 0.0], [0.0, 0.1, -0.1], [0.0, -0.1, -0.1], [-0.1, 0.1, 0.0], [0.1, -0.1, 0.0], [0.1, 0.0, 0.0], [-0.1, 0.0, 0.0], [0.0, 0.0, 0.0], [0.0, 0.0, 0.0], [0.0, 0.0, 0.0], [0.0, 0.0, 0.0], [0.0, 0.0, 0.0], [0.0, 0.0, 0.0], [0.0, 0.0, 0.0], [0.0, 0.1, 0.1], [0.0, 0.0, 0.0], [0.0, 0.0, 0.0], [0.0, 0.0, 0.0], [0.0, 0.0, 0.0], [0.0, 0.0, 0.0], [0.0, 0.0, 0.0], [0.0, 0.0, 0.0], [-0.1, -0.1, 0.1], [0.0, 0.0, 0.0], [0.0, 0.0, 0.0], [0.0, 0.0, 0.0], [0.0, 0.1, 0.0], [-0.1, -0.1, -0.2], [0.1, 0.2, 0.2], [-0.1, -0.2, -0.2], [0.1, 0.1, 0.1], [0.1, -0.1, -0.1], [0.1, -0.2, 0.0], [0.0, 0.0, 0.0], [0.0, 0.0, 0.0], [0.0, 0.0, 0.0], [0.0, 0.0, -0.1], [0.0, 0.0, 0.0], [0.1, -0.2, -0.2], [-0.1, 0.0, 0.1], [0.0, 0.0, 0.0], [0.0, 0.0, 0.0], [0.0, 0.0, 0.0], [0.0, 0.0, 0.0], [0.0, -0.1, 0.0], [0.0, 0.0, 0.0], [0.0, 0.0, 0.0], [0.0, 0.0, 0.0], [0.0, 0.0, 0.0], [0.0, 0.0, 0.0], [0.0, 0.0, 0.0], [0.0, 0.0, 0.0], [0.0, 0.0, 0.0], [0.0, 0.0, 0.1], [0.0, 0.0, 0.1], [0.0, 0.0, 0.0], [0.0, 0.0, 0.0], [0.0, 0.0, 0.0], [0.0, 0.0, 0.0], [0.0, 0.0, 0.0], [0.0, 0.0, 0.0], [0.0, 0.0, 0.0], [0.0, 0.0, 0.0], [0.0, 0.0, 0.0], [0.0, 0.0, 0.0], [0.0, 0.0, 0.0], [0.0, 0.0, 0.0], [0.0, 0.0, 0.0]], "mulliken_charge": [-0.106, -1.004, 0.625, -0.517, -0.531, -0.464, -0.664, -0.836, 0.927, -1.264, 0.272, 0.301, 0.248, 0.471, -0.014, 0.377, 0.466, 0.462, 0.368, 0.407, 0.412, 0.315, 0.298, 0.349, -1.460, 0.553, -0.804, -0.766, -0.920, -0.320, 0.654, 0.346, -0.045, 0.090, 0.837, -0.289, 0.376, -1.261, -0.759, 0.887, -1.585, 0.156, -0.393, -0.385, -0.986, -0.767, -0.784, 1.879, -1.823, 0.432, 0.310, 0.327, 0.418, 0.426, 0.439, 0.634, 0.204, 0.007, 0.263, 0.463, 0.424, 0.424, 0.389, 0.391, 0.556, 0.493, 0.476, 0.537, 0.521, 0.173, 0.365], "charge": 2, "homo_energy_ha": [-0.5001, -0.5033], "e_above_lowest_kj_mol": 110.3, "largest_force_ev_per_a": 0.6, "spin_multiplicity": 2, "e_tot_ha": -1572.84069, "e_lumo_ev": [-7.40, -6.96]}

---

{"formula": "C4H5N3", "method": "ωB97M-V/def2-TZVPD", "elements": ["N", "C", "C", "C", "N", "C", "N", "H", "H", "H", "H", "H"], "xyz": [[2.264454, -0.943286, 1.644690], [1.616695, -0.603113, 0.744862], [0.750449, -0.149196, -0.407302], [-0.624416, -0.978905, -0.496334], [-1.577138, -0.180024, 0.286678], [-1.118972, 0.993273, 0.283230], [0.191799, 1.175779, -0.175087], [1.388341, -0.163967, -1.298802], [-1.436133, -0.851711, -1.230944], [-0.475037, -2.021910, -0.173698], [-1.737494, 1.846409, 0.538838], [0.757453, 1.876650, 0.283870]], "forces_ev_per_angstrom": [[-0.8, 0.5, -1.2], [0.0, -0.4, 0.5], [-0.6, -0.3, -0.2], [0.0, 0.0, 1.1], [0.0, 0.2, 1.4], [0.1, 0.4, 0.6], [-0.2, 0.2, -0.3], [-0.3, -0.1, 0.1], [2.0, -1.0, -2.2], [-0.4, 0.5, -0.1], [0.3, 0.1, 0.2], [-0.1, -0.1, -0.1]], "mulliken_charge": [-0.419, 0.160, 0.086, -0.444, -0.520, -0.079, -0.367, 0.262, 0.317, 0.312, 0.407, 0.285], "homo_energy_ha": -0.3462, "e_above_lowest_kj_mol": 230.1, "largest_force_ev_per_a": 3.1, "e_tot_ha": -319.62457, "e_lumo_ev": 0.76}